Entry 1:
{"formula": "C12H6FeNO5", "method": "wB97M-V/def2-TZVPD", "multiplicity": 5, "charge": 1, "orbital_gap_ev": [6.028, 7.480], "de_lowest_kj_mol": 0.0, "species": ["O", "C", "Fe", "C", "O", "C", "O", "C", "O", "C", "O", "H", "N", "C", "C", "C", "C", "C", "C", "C", "H", "H", "H", "H", "H"], "positions_angstrom": [[-0.02996, 3.51698, -0.03581], [0.01703, 2.40719, 0.22257], [0.01545, -0.24306, 0.11426], [0.00772, -1.97150, 0.24790], [0.01381, -3.07570, -0.13088], [-0.05772, -0.29523, -1.78971], [-0.02882, -0.83324, -2.84734], [1.79167, -0.23046, -0.44090], [2.85760, -0.05501, -0.87752], [-1.74573, -0.26884, -0.49041], [-2.81476, -0.04458, -0.89164], [-0.05069, 0.88486, -1.49637], [0.02007, 0.04404, 1.90568], [0.01684, 0.03996, 3.06776], [0.02046, 0.00523, 4.48268], [-0.12748, -1.20190, 5.19520], [-0.11591, -1.19308, 6.58984], [0.04092, 0.00196, 7.30108], [0.18642, 1.19650, 6.58850], [0.17622, 1.20460, 5.19630], [-0.25101, -2.13834, 4.64196], [-0.23022, -2.12958, 7.13084], [0.05013, 0.00389, 8.38890], [0.30995, 2.13729, 7.11748], [0.28810, 2.13844, 4.63665]], "atomic_forces_ev_per_a": [[0.11, -2.51, 0.67], [-0.12, 2.88, -0.73], [1.03, 4.39, 1.36], [0.06, -9.27, -1.82], [-0.06, 3.62, 1.67], [-2.24, 1.04, -2.56], [0.79, 0.30, 0.84], [5.97, 1.37, -2.98], [-3.76, -0.98, 2.03], [-4.54, 0.84, -1.48], [2.07, -0.72, 0.52], [0.67, -1.33, -0.94], [0.01, 0.31, 4.48], [-0.01, -0.18, -0.98], [-0.02, 0.06, 0.98], [-0.02, -0.22, -0.13], [0.00, 0.00, -0.18], [0.00, 0.03, -0.73], [0.01, 0.04, -0.12], [0.03, 0.31, -0.05], [0.04, 0.33, 0.30], [0.02, 0.17, -0.17], [-0.01, -0.02, -0.25], [-0.02, -0.17, -0.08], [-0.03, -0.29, 0.34]]}

---

Entry 2:
{"formula": "C12H6N5O8", "method": "wB97M-V/def2-TZVPD", "charge": -1, "orbital_gap_ev": 4.289, "de_lowest_kj_mol": 23.8, "species": ["O", "N", "O", "C", "C", "C", "C", "C", "O", "C", "H", "H", "H", "H", "O", "N", "O", "C", "C", "C", "N", "O", "O", "C", "C", "N", "O", "N", "C", "H", "H"], "positions_angstrom": [[2.54272, -1.11497, -0.34049], [2.21795, -2.32366, -0.35881], [3.04786, -3.25591, -0.35867], [0.82000, -2.65699, -0.38011], [0.42466, -4.00485, -0.37571], [-0.94579, -4.30381, -0.38172], [-1.89707, -3.30401, -0.40143], [-1.53938, -1.86740, -0.40120], [-2.36162, -0.92735, -0.40173], [-0.10524, -1.62901, -0.39696], [1.18975, -4.77483, -0.36507], [-1.24545, -5.35136, -0.37045], [-2.96201, -3.52938, -0.41175], [0.24928, -0.60465, -0.40160], [3.20324, 3.48558, -0.74004], [2.57019, 3.16562, 0.28007], [3.07233, 3.20618, 1.42731], [1.18895, 2.71668, 0.20636], [0.51974, 2.38806, 1.38130], [-0.80880, 1.89375, 1.33298], [-1.49939, 1.67631, 2.58305], [-0.92588, 2.00418, 3.64370], [-2.64319, 1.18216, 2.56874], [-1.48795, 1.68052, 0.11873], [-0.86635, 2.09840, -1.06829], [-1.34625, 2.15092, -2.35218], [-0.24918, 2.65589, -3.08889], [0.85544, 2.92387, -2.30778], [0.47369, 2.58775, -1.05183], [1.01447, 2.52196, 2.33964], [-2.50668, 1.31035, 0.07283]], "atomic_forces_ev_per_a": [[-0.29, -2.05, -0.02], [2.04, 0.52, 0.01], [-1.08, 1.58, 0.00], [-1.59, -0.67, -0.01], [0.46, 0.02, 0.03], [0.50, 0.38, -0.04], [0.02, 1.38, 0.03], [1.33, -1.69, 0.01], [-0.60, 0.59, -0.02], [-0.50, 0.06, 0.03], [-0.24, 0.10, 0.01], [-0.01, 0.21, -0.02], [0.16, -0.03, 0.02], [-0.08, -0.08, 0.00], [-1.70, -0.69, 1.50], [2.22, 0.63, 0.80], [-0.90, -0.04, -1.92], [-1.16, -0.58, 0.30], [0.92, 0.42, -1.11], [-0.59, -0.03, -2.34], [-1.62, -0.76, 2.29], [-0.59, -0.40, -1.88], [2.15, 0.99, -0.36], [-0.68, 0.08, 1.94], [0.54, 0.44, -2.55], [2.48, 0.48, 1.26], [-0.81, -0.60, 2.37], [-1.58, -0.72, 1.12], [1.07, 0.66, -1.43], [-0.10, -0.09, -0.28], [0.23, -0.11, 0.27]]}

---

Entry 3:
{"formula": "C12H72F3NO28PS", "method": "wB97M-V/def2-TZVPD", "charge": 1, "orbital_gap_ev": 8.486, "de_lowest_kj_mol": 0.0, "species": ["C", "C", "O", "C", "C", "C", "N", "C", "S", "C", "C", "C", "C", "C", "F", "C", "F", "F", "P", "O", "O", "H", "H", "H", "H", "H", "H", "H", "H", "H", "H", "H", "H", "H", "H", "H", "H", "H", "H", "H", "H", "H", "H", "O", "H", "H", "O", "H", "H", "O", "H", "H", "O", "H", "H", "O", "H", "H", "O", "H", "H", "O", "H", "H", "O", "H", "H", "O", "H", "H", "O", "H", "H", "O", "H", "H", "O", "H", "H", "O", "H", "H", "O", "H", "H", "O", "H", "H", "O", "H", "H", "O", "H", "H", "O", "H", "H", "O", "H", "H", "O", "H", "H", "O", "H", "H", "O", "H", "H", "O", "H", "H", "O", "H", "H", "O", "H", "H"], "positions_angstrom": [[-0.47035, 2.16509, 2.29757], [0.22482, 2.26320, 0.94919], [-0.70490, 2.09389, -0.13758], [-0.30877, 2.91656, -1.20061], [-1.09557, 2.62680, -2.46793], [-0.61974, 3.64189, -3.49882], [-1.62323, 4.00217, -4.55781], [-0.85625, 4.95516, -5.47438], [-0.85794, 6.66405, -4.93433], [0.43543, 4.15465, -5.60094], [0.76696, 3.52733, -4.20523], [1.28899, 2.07771, -4.45957], [2.68835, 1.65624, -3.97490], [2.79316, 1.14126, -2.57278], [3.82662, 1.59384, -1.83569], [2.03002, 0.22301, -1.99033], [2.22727, -0.25679, -0.77198], [0.97581, -0.35512, -2.55879], [1.85525, 4.79758, -3.33996], [3.04651, 4.81069, -4.46403], [2.53643, 4.01326, -2.10072], [-1.52595, 2.39874, 2.18800], [-0.03546, 2.91334, 2.96168], [-0.34242, 1.19583, 2.77636], [0.65451, 3.26423, 0.84929], [1.05007, 1.55134, 0.84510], [-0.47673, 3.96542, -0.91534], [0.75403, 2.76050, -1.40422], [-0.96336, 1.58757, -2.77189], [-2.16406, 2.76780, -2.28014], [-0.55163, 4.57842, -2.93138], [-2.45810, 4.47483, -4.19484], [-1.86661, 3.21143, -5.15393], [-1.36071, 4.99203, -6.43940], [-0.38668, 6.48095, -3.69361], [1.24555, 4.66537, -6.11262], [0.15879, 3.32431, -6.26070], [1.28987, 1.91183, -5.53505], [0.56182, 1.37730, -4.05004], [3.00114, 0.84361, -4.63195], [3.41703, 2.44610, -4.13640], [3.59260, 5.59439, -4.32770], [2.37185, 4.55493, -1.30754], [5.31922, 2.20775, -5.94653], [5.99513, 2.62839, -6.49005], [5.57585, 2.41746, -5.04258], [-1.02490, -1.09270, 2.86865], [-0.98893, -1.88355, 3.43657], [-0.83751, -1.45170, 1.99453], [4.66450, -2.01526, 0.73147], [4.77957, -1.05984, 0.69017], [4.39951, -2.27237, -0.15758], [5.31935, -4.81283, 1.88023], [5.41308, -3.85543, 1.82109], [5.06886, -5.08696, 0.99078], [-2.82291, -3.01434, 1.34239], [-2.67041, -2.84488, 0.40527], [-2.93641, -2.13600, 1.72721], [-0.90515, -3.21712, 4.64869], [-1.54311, -3.32771, 5.36115], [-0.07604, -3.53002, 5.03361], [0.07382, -4.85699, 6.79332], [-0.58915, -5.33181, 7.30833], [0.84420, -5.43351, 6.80887], [-1.93865, 5.06386, 2.39394], [-2.79156, 4.62209, 2.32996], [-1.99257, 5.56413, 3.21490], [4.13832, -1.10832, -4.68626], [3.58151, -1.43811, -3.97287], [4.88603, -1.71556, -4.69309], [-3.44111, -2.41283, 6.70176], [-3.26404, -2.04313, 5.82861], [-3.58189, -1.64230, 7.26229], [2.02158, -3.67526, 4.46849], [1.69010, -4.44829, 3.99414], [2.89295, -3.53733, 4.08011], [6.29460, -5.60392, -0.70477], [6.83700, -6.07541, -1.34382], [6.90376, -5.01794, -0.24288], [-6.09592, -3.59206, 7.06146], [-6.37742, -4.37381, 6.57854], [-5.21253, -3.41980, 6.71315], [-2.06675, -3.63136, -1.47156], [-2.44958, -4.46263, -1.76949], [-1.20142, -3.58854, -1.88962], [-5.24697, -4.31262, 4.16382], [-5.53785, -5.11716, 3.71480], [-4.35801, -4.17055, 3.81971], [-4.68515, 4.67996, -3.66813], [-4.80499, 5.60736, -3.90506], [-5.18077, 4.19542, -4.33821], [1.86770, 5.15040, 2.06130], [1.03851, 5.14590, 2.55289], [2.45925, 4.58082, 2.56345], [2.13343, 6.74511, -0.79828], [2.80107, 7.27189, -1.24953], [2.34082, 6.83280, 0.14132], [-1.60261, -5.69734, 1.91481], [-1.68981, -4.75095, 2.09497], [-1.56237, -5.73489, 0.95550], [6.75815, 0.09820, -7.28532], [6.03710, 0.20615, -6.65372], [7.35003, -0.56348, -6.91799], [-7.16614, -5.59100, 2.20481], [-7.10307, -4.62847, 2.20363], [-7.38179, -5.82643, 1.29627], [-9.56745, -7.27490, 3.19591], [-8.81900, -6.70611, 2.97849], [-9.60931, -7.27287, 4.15607], [-1.63654, -4.04772, 9.34144], [-1.46114, -3.67746, 8.46928], [-1.76989, -3.27817, 9.90214], [-2.49722, -0.25110, -0.03330], [-2.00097, -0.77515, -0.67023], [-1.88955, 0.45604, 0.22539], [1.79184, -1.93831, 1.86748], [2.54194, -1.40350, 1.59326], [1.81775, -1.93052, 2.83201]], "atomic_forces_ev_per_a": [[0.38, -0.16, 0.08], [0.00, 0.41, 0.17], [0.13, -0.20, 0.11], [-0.18, -0.29, -0.04], [-0.19, -0.11, -0.18], [0.26, 0.31, 0.84], [0.39, 0.70, -0.69], [0.31, -0.29, -0.17], [-0.34, 0.04, 0.08], [-0.25, -0.14, -0.09], [0.02, -0.19, -0.67], [0.00, 0.14, 0.40], [-0.21, -0.25, -0.14], [-0.26, -0.06, 0.19], [0.08, -0.13, -0.08], [0.23, 0.17, 0.04], [-0.04, 0.10, -0.11], [0.06, 0.03, -0.06], [-0.24, 0.47, -0.36], [0.15, -0.09, 0.16], [-0.18, -0.03, 0.12], [-0.02, -0.04, 0.04], [-0.10, 0.01, 0.05], [-0.23, -0.10, -0.17], [0.01, -0.01, 0.03], [-0.11, -0.12, -0.04], [0.17, 0.06, -0.02], [0.02, 0.11, 0.00], [0.03, 0.02, -0.06], [0.01, 0.04, 0.04], [-0.24, 0.03, -0.03], [-0.34, -0.41, 0.18], [-0.33, -0.21, 0.37], [-0.12, -0.02, 0.06], [0.27, 0.01, -0.01], [0.04, 0.21, 0.25], [0.14, -0.03, -0.02], [0.03, -0.01, -0.01], [0.00, -0.05, -0.09], [0.10, 0.06, -0.04], [-0.03, 0.05, 0.19], [0.08, -0.05, -0.19], [0.22, 0.07, 0.01], [-0.09, 0.14, 0.14], [0.02, -0.14, -0.09], [0.03, -0.03, 0.00], [-0.16, -0.04, -0.08], [0.07, 0.08, 0.22], [0.10, 0.09, -0.02], [0.02, 0.18, 0.01], [0.15, -0.02, -0.05], [-0.05, -0.06, 0.03], [0.04, 0.15, 0.08], [-0.14, 0.04, -0.04], [0.02, -0.14, 0.05], [-0.04, 0.04, 0.13], [-0.03, -0.16, -0.03], [0.09, 0.03, -0.02], [-0.20, 0.07, -0.05], [0.05, -0.12, 0.05], [0.00, 0.05, 0.07], [-0.08, -0.11, 0.07], [0.03, -0.04, 0.01], [0.07, 0.10, 0.01], [0.05, 0.12, 0.05], [0.02, -0.04, -0.02], [-0.04, 0.03, -0.02], [0.07, -0.12, 0.14], [-0.03, -0.01, -0.03], [0.01, 0.01, -0.10], [0.29, 0.01, -0.21], [-0.12, 0.09, 0.01], [-0.07, -0.06, 0.06], [0.04, -0.09, -0.13], [-0.02, 0.03, -0.05], [0.05, -0.07, 0.08], [0.02, 0.18, -0.19], [-0.04, -0.06, 0.01], [0.03, -0.12, 0.11], [-0.06, -0.07, 0.11], [-0.03, 0.05, -0.06], [0.02, 0.07, 0.03], [0.06, 0.11, -0.07], [-0.07, 0.02, 0.03], [0.02, -0.06, 0.04], [0.05, -0.08, -0.13], [0.01, -0.01, 0.02], [0.00, -0.02, -0.06], [0.52, 0.02, -0.35], [-0.13, 0.02, 0.13], [-0.15, -0.02, 0.12], [0.03, 0.04, -0.10], [-0.05, 0.01, -0.06], [0.01, 0.04, 0.03], [0.13, -0.20, 0.07], [-0.04, 0.07, 0.02], [-0.11, -0.11, 0.07], [0.15, 0.05, 0.05], [-0.14, 0.02, -0.02], [-0.03, -0.02, 0.00], [0.03, -0.04, -0.08], [0.04, 0.11, 0.04], [-0.03, -0.02, 0.01], [-0.07, 0.03, -0.03], [-0.03, 0.01, 0.08], [0.08, -0.05, 0.00], [-0.02, -0.01, -0.05], [0.09, 0.08, 0.07], [0.00, -0.01, 0.00], [0.06, 0.02, -0.12], [-0.02, 0.08, 0.03], [-0.03, -0.05, 0.07], [0.04, -0.05, -0.03], [-0.02, 0.00, -0.02], [-0.05, 0.03, -0.12], [-0.05, 0.12, -0.05], [0.12, -0.18, -0.02], [-0.23, -0.09, 0.01]]}